This record from the Open Molecules 2025 dataset describes the ion C24H24F2N with charge +1 in a non-equilibrium geometry. The level of theory is wB97M-V/def2-TZVPD.

Values from the calculation:
maximum force = 8.7 eV/A
frontier orbital gap = 0.3512 hartree
net charge = +1
HOMO energy = -0.442 Eh
molar mass = 364.46 g mol⁻¹
energy above the lowest of the compared OMol25 structures with the same formula, charge and spin = 114.08 kJ/mol
structure (SMILES) = Fc1cccc(C(c2cccc(F)c2)[N@@H+]2CCC[C@@H]2Cc2ccccc2)c1

CARTESIAN COORDINATES (ANGSTROEM)
F  3.168  0.623  -5.089
C  3.252  0.504  -3.700
C  4.485  0.104  -3.173
C  4.510  -0.148  -1.796
C  3.383  -0.007  -0.995
C  2.178  0.447  -1.478
C  0.907  0.196  -0.573
C  -0.230  1.068  -1.243
C  -0.769  2.262  -0.714
C  -1.907  2.864  -1.278
C  -2.495  2.372  -2.459
C  -1.886  1.244  -2.997
F  -2.346  0.794  -4.227
C  -0.804  0.568  -2.393
N  0.689  0.327  0.742
C  1.827  0.884  1.577
C  2.481  -0.350  2.296
C  1.580  -1.570  2.026
C  0.215  -0.910  1.744
C  -0.857  -1.748  0.997
C  -2.233  -1.500  1.579
C  -2.505  -1.900  2.896
C  -3.752  -1.648  3.477
C  -4.737  -0.976  2.737
C  -4.457  -0.533  1.436
C  -3.213  -0.805  0.858
C  2.115  0.734  -2.890
H  5.354  -0.054  -3.810
H  5.453  -0.458  -1.337
H  3.453  -0.266  0.045
H  0.736  -0.923  -0.783
H  -0.316  2.827  0.108
H  -2.356  3.774  -0.838
H  -3.323  2.868  -2.971
H  -0.376  -0.281  -2.923
H  -0.171  0.944  0.642
H  1.284  1.541  2.263
H  2.409  1.483  0.850
H  2.461  -0.126  3.381
H  3.505  -0.546  1.912
H  1.453  -2.230  2.900
H  1.879  -2.156  1.123
H  -0.205  -0.360  2.630
H  -0.587  -2.808  1.146
H  -0.877  -1.552  -0.092
H  -1.730  -2.414  3.470
H  -3.961  -1.994  4.494
H  -5.709  -0.770  3.188
H  -5.220  -0.003  0.857
H  -2.988  -0.470  -0.157
H  1.229  1.076  -3.458

Charges computed using Mulliken, reported in e: F -0.305; C 0.064; C -0.683; C -0.690; C -0.410; C 0.371; C 0.464; C 0.679; C -0.183; C -0.926; C -0.662; C 0.034; F -0.314; C -0.904; N 0.233; C -0.782; C -0.858; C -0.594; C -0.156; C -0.486; C -0.144; C -0.212; C -0.713; C -0.376; C -0.789; C 0.046; C -0.764; H 0.457; H 0.402; H -0.091; H 0.243; H 0.479; H 0.404; H 0.502; H 0.723; H 0.300; H 0.442; H 0.680; H 0.384; H 0.424; H 0.459; H 0.297; H 0.621; H 0.547; H 0.405; H 0.393; H 0.368; H 0.378; H 0.387; H 0.297; H 0.560